Below is C29H22AlClF3N2O8PS3 as an isolated structure, with properties calculated with wB97M-V/def2-TZVPD.

XYZ file:
```
70
C29H22AlClF3N2O8PS3, DFT wB97M-V/def2-TZVPD
Al -0.24771 -0.27702 -1.05798
O -3.15846 -4.78275 -1.00723
C -3.56144 -4.12679 0.09302
C -4.51910 -4.73838 0.90305
C -4.97135 -4.11003 2.04868
C -4.48018 -2.85982 2.41427
C -3.52875 -2.25161 1.61343
C -3.05741 -2.86524 0.45565
C -2.03847 -2.16345 -0.36105
O -1.62643 -1.01426 0.03296
N -1.63034 -2.76685 -1.45847
N -0.67200 -1.98163 -2.07642
C -0.31684 -2.24985 -3.26630
C 0.64896 -1.43702 -3.98953
C 0.89128 -1.75547 -5.32761
C 1.77510 -1.03332 -6.10287
C 2.43993 0.04646 -5.51539
C 2.22291 0.38454 -4.19752
C 1.32005 -0.33664 -3.39013
O 1.17997 0.00672 -2.14017
H -2.48561 -4.19683 -1.45363
H -4.89478 -5.70916 0.60429
H -5.71299 -4.60317 2.66722
H -4.83848 -2.36508 3.30750
H -3.11912 -1.28196 1.86647
H -0.76684 -3.10111 -3.77733
H 0.35222 -2.59289 -5.76007
H 1.93790 -1.28942 -7.14189
H 3.13845 0.63144 -6.10405
H 2.72899 1.22260 -3.73550
F 3.40765 -2.82404 -0.61712
C 2.96832 -2.92592 0.63978
F 4.03954 -2.99636 1.45046
F 2.29116 -4.07701 0.75523
S 1.93184 -1.49254 1.10494
O 2.81587 -0.36370 1.00710
O 1.41677 -1.83266 2.40462
O 0.91609 -1.56581 0.02078
S -0.91626 4.97471 1.39600
P 0.15938 3.31738 1.29657
S -0.51715 2.03194 -0.10063
C 0.20171 2.47046 2.91898
C 0.11249 3.19736 4.10295
C 0.19320 2.54634 5.32644
C 0.36429 1.16704 5.37643
C 0.44286 0.43740 4.19876
C 0.35195 1.09018 2.97705
C 1.92134 3.75941 1.03525
C 2.93917 2.85326 1.31301
C 4.26633 3.20233 1.10668
C 4.59008 4.46333 0.62498
C 3.57842 5.37385 0.34881
C 2.25062 5.02397 0.55579
H -0.03327 4.26925 4.04826
H 0.11781 3.11736 6.24492
H 0.42881 0.66202 6.33355
H 0.57225 -0.63740 4.21278
H 0.38287 0.51500 2.06386
H 2.70388 1.86179 1.66981
H 5.04434 2.47819 1.31551
H 5.62699 4.73330 0.45906
H 3.82211 6.36145 -0.02583
H 1.45199 5.72679 0.35585
Cl -5.32508 1.24651 -1.94590
C -3.57578 1.16498 -1.52975
C -2.68346 0.63151 -2.64720
O -3.08080 0.43152 -3.77782
O -1.46707 0.49596 -2.24080
H -3.47257 0.53900 -0.64875
H -3.24814 2.16982 -1.27381
```

Results
Lowest unoccupied orbital energy: 4.410 eV
Net charge: -2
Orbital gap: 0.278 Ha
2S+1: 1
Max |F|: 0.97 eV/Å

Below is C25H35N3O4Ru as an isolated structure at a distorted geometry, with properties calculated with wB97M-V/def2-TZVPD.

XYZ file:
```
68
C25H35N3O4Ru, DFT wB97M-V/def2-TZVPD
Ru -0.42075 -0.55878 -0.01560
C -0.83163 -3.46698 -0.67823
N 0.47286 -2.80366 -0.46486
C 1.24563 -3.61431 0.49326
C 2.13412 -2.84406 1.45144
C 1.34994 -1.87679 2.33211
N 1.12277 -0.57374 1.73049
C 1.83530 0.41310 2.13652
C 1.67517 1.78929 1.80863
C 2.66053 2.71022 2.21198
C 2.51372 4.05549 2.00477
C 1.33267 4.53214 1.41440
C 0.35011 3.66655 1.01232
C 0.49554 2.26041 1.16170
O -0.44802 1.49393 0.74010
C 1.12845 -2.69083 -1.77399
C 2.49667 -2.03313 -1.78304
C 2.53801 -0.62320 -1.18935
N 1.31528 0.11181 -1.42179
C 1.37759 1.25357 -2.00133
C 0.29913 2.15355 -2.24076
C 0.56855 3.40498 -2.81433
C -0.41545 4.35125 -2.95878
C -1.70615 4.06168 -2.49942
C -2.00882 2.82590 -1.98091
C -1.03160 1.80650 -1.88384
O -1.37389 0.60622 -1.54687
H -0.69419 -4.50289 -1.01273
H -1.40377 -2.93195 -1.43209
H -1.39816 -3.47078 0.24969
H 1.84493 -4.35518 -0.04752
H 0.53153 -4.16393 1.10835
H 2.94760 -2.32414 0.94565
H 2.59171 -3.58546 2.10962
H 1.88929 -1.75973 3.27691
H 0.36918 -2.30820 2.54893
H 2.63933 0.20468 2.84960
H 3.55921 2.34068 2.69391
H 3.29135 4.74471 2.30171
H 1.19682 5.59704 1.27612
H -0.57189 4.00805 0.55913
H 0.46147 -2.11449 -2.41691
H 1.24046 -3.69229 -2.21099
H 2.79505 -1.99087 -2.83201
H 3.24055 -2.64013 -1.26324
H 3.40477 -0.10374 -1.60956
H 2.67065 -0.67156 -0.10864
H 2.35724 1.61383 -2.32751
H 1.57545 3.61624 -3.15743
H -0.19822 5.30253 -3.42321
H -2.47690 4.81800 -2.57437
H -3.01012 2.58670 -1.64638
C -3.31815 -1.05034 -1.79055
O -2.73532 -1.38103 -0.53183
C -3.66001 -1.20181 0.52727
C -3.03866 -1.75281 1.79001
O -1.78162 -1.15162 2.05743
C -1.88074 0.05296 2.83179
H -4.09502 -1.77821 -2.04261
H -2.53198 -1.06717 -2.53883
H -3.75633 -0.05088 -1.76127
H -4.58515 -1.74795 0.31386
H -3.89685 -0.13686 0.64333
H -2.86135 -2.82374 1.67911
H -3.72248 -1.59988 2.62911
H -2.39811 -0.15690 3.77086
H -2.40047 0.83951 2.28374
H -0.86683 0.37851 3.03690
```

Results
Relative energy (zero: lowest compared OMol25 entry of this formula, charge and spin): 25.6 kcal per mole
Lowest unoccupied orbital energy (alpha / beta): -3.831 / -3.855 eV
Net charge: +1
Orbital gap (alpha / beta): 0.239 / 0.239 Ha
2S+1: 2
Max |F|: 5.39 eV/Å

Below is a 2-piece molecular cluster, C4H16N6 overall at a distorted geometry, with properties calculated with wB97M-V/def2-TZVPD.

XYZ file:
```
26
C4H16N6, DFT wB97M-V/def2-TZVPD
C -1.53839 -0.49499 2.70537
C -1.03613 -2.41962 1.35976
N -0.01845 -3.22545 0.99621
N -1.18946 -1.88823 2.58633
N -1.66652 -1.92924 0.26116
H 0.71315 -3.31216 1.70308
H 0.00569 -3.91416 0.26848
H -0.88980 -2.43702 3.39487
H -2.68597 -2.04072 0.09500
H -1.15629 -2.09612 -0.56112
H -0.89176 0.22047 2.21877
H -1.55521 -0.27275 3.80413
H -2.45038 -0.18520 2.22433
C 2.29704 2.25790 -0.06436
C 0.73658 1.93660 -2.00370
N 1.11803 2.49961 -0.84472
N -0.42682 2.35770 -2.55476
N 1.55634 0.93878 -2.43632
H 0.28991 2.56620 -0.20791
H -0.47920 3.32622 -2.90992
H -0.88593 1.75563 -3.25240
H 1.94838 0.35218 -1.73434
H 1.47796 0.52950 -3.34986
H 3.28846 2.44805 -0.48320
H 2.33552 1.32027 0.51793
H 2.27231 2.98684 0.78260
```

Results
Relative energy (zero: lowest compared OMol25 entry of this formula, charge and spin): 35.5 kcal per mole
Lowest unoccupied orbital energy: -6.332 eV
Net charge: +2
Orbital gap: 0.408 Ha
2S+1: 1
Max |F|: 3.11 eV/Å

no.,E_tot (Ha)
1,-4368.3431
2,-1533.4413
3,-489.9904